19
Properties=species:S:1:pos:R:3:forces:R:3 method="wB97M-V/def2-TZVPD" homo_energy_ev=-8.802 homo_lumo_gap_ha=0.36019 smiles="[H]/N=C/NCCCC" de_lowest_kcal_mol=31.2 mol_weight_g_mol=100.165 energy_ev=-8358.7811
H -1.6580 -3.0540 1.5470 -0.46 0.23 0.68
N -1.8781 -2.1552 1.1190 0.39 -0.75 -1.13
C -0.7828 -1.8613 0.5247 0.40 1.17 0.50
N -0.6603 -0.8243 -0.3754 0.17 -0.29 0.02
C 0.5679 -0.3491 -1.0379 -0.43 -0.77 -0.50
C 0.4321 1.1096 -1.3147 -0.25 3.36 0.56
C 0.9517 2.1391 -0.2075 0.35 -1.03 -0.07
C 1.0065 1.5374 1.2036 -1.17 0.89 -0.05
H 0.1592 -2.2955 0.8596 0.29 -0.19 -0.39
H -1.4395 -0.7661 -1.0084 -0.42 0.25 0.24
H 0.6340 -0.8626 -2.0086 0.44 -0.10 0.26
H 1.4587 -0.5298 -0.4392 -0.12 -0.37 0.02
H 0.9536 1.5703 -2.1609 0.11 -1.19 -0.48
H -0.6176 1.3774 -1.5315 0.20 -0.43 0.23
H 1.9606 2.3960 -0.4862 0.52 0.18 -0.20
H 0.3915 3.0650 -0.3221 -0.25 -0.06 0.38
H 1.1772 2.2082 2.0505 0.10 0.49 -0.45
H -0.0144 1.1763 1.3543 0.40 -0.79 0.45
H 1.8098 0.8166 1.2843 -0.28 -0.60 -0.07

---

19
Properties=species:S:1:pos:R:3:forces:R:3 method="wB97M-V/def2-TZVPD" homo_energy_ev=-8.733 homo_lumo_gap_ha=0.36065 smiles="C=NCC[C@H](C)N" de_lowest_kcal_mol=54.4 mol_weight_g_mol=100.165 energy_ev=-8357.7759
C -1.1362 -0.9650 -2.1457 -0.42 -1.14 0.06
N -1.6443 -0.1243 -1.3572 1.67 0.80 1.37
C -0.8416 1.1682 -1.1225 -1.78 -1.91 -1.84
C -0.3060 1.1092 0.2751 -0.71 1.61 0.63
C 0.2606 -0.1917 0.7294 2.51 -1.22 1.11
C 0.8908 -0.0635 2.1462 -0.73 -1.16 -0.47
N 1.2827 -0.8458 -0.1896 -2.29 1.31 0.11
H -0.5550 -0.8177 -3.0836 0.34 0.41 0.89
H -1.2845 -2.0275 -1.8416 -0.60 0.41 -0.99
H -0.0683 1.1340 -1.8757 0.48 0.57 -0.15
H -1.5462 1.9720 -1.2728 0.16 0.59 0.03
H 0.3588 2.0121 0.4094 -0.12 -1.11 -0.08
H -1.1447 1.3269 0.9607 0.16 -0.08 -0.17
H -0.4845 -0.9607 0.9514 -0.46 0.39 -0.86
H 1.3843 -1.0204 2.4180 -0.30 0.42 -0.24
H 1.6636 0.6951 2.1713 -0.22 0.52 0.42
H 0.0111 0.0099 2.8078 0.82 0.76 0.35
H 0.9498 -1.7952 -0.1162 1.39 -0.44 -0.23
H 2.2096 -0.6157 0.1354 0.10 -0.74 0.06

---

19
Properties=species:S:1:pos:R:3:forces:R:3 method="wB97M-V/def2-TZVPD" homo_energy_ev="-19.505 / -20.101" charge=+2 homo_lumo_gap_ha="0.29329 / 0.34858" de_lowest_kcal_mol=137.7 mol_weight_g_mol=100.165 energy_ev=-8336.2484
C -0.9037 -1.2201 -0.1855 -3.63 1.09 0.51
C 0.4348 -1.4996 -0.2002 3.72 -1.00 0.57
C -2.2051 0.8766 -0.2459 -1.50 3.40 -1.50
C 1.4571 0.0345 1.5013 2.80 -0.20 -2.29
C 1.2232 0.7519 -0.9157 1.06 3.47 1.22
N -1.9361 -0.5075 -0.1247 -0.02 -3.67 0.67
N 1.0616 -0.2251 0.0858 0.60 -0.70 1.19
H 0.7731 -2.2106 0.5859 -0.65 0.05 -0.43
H 0.7179 -1.9625 -1.1413 0.24 0.08 -0.46
H -1.3092 1.4913 0.0139 -1.20 -0.50 0.38
H -3.2411 1.1862 0.1534 2.01 -0.66 0.35
H -2.4112 1.1278 -1.3211 0.47 -0.56 0.53
H 0.9809 0.9846 1.7514 0.24 -0.41 0.99
H 1.5048 -0.9066 2.0417 -1.41 0.29 0.67
H 2.6335 0.1104 1.4453 -1.86 0.82 -0.15
H 0.9566 0.4264 -1.8595 -0.98 -0.88 -1.85
H 0.6373 1.7430 -0.6453 1.51 -1.76 -0.53
H 2.3417 0.9847 -1.0359 -1.33 0.00 0.58
H -2.7162 -1.1855 0.0965 -0.07 1.15 -0.44

---

20
Properties=species:S:1:pos:R:3:forces:R:3 method="wB97M-V/def2-TZVPD" homo_energy_ev=-9.053 homo_lumo_gap_ha=0.36425 smiles="CN[C@H](C=O)CCN" de_lowest_kcal_mol=55.0 mol_weight_g_mol=116.164 energy_ev=-10406.0385
C -0.9382 -1.8488 -1.2236 -0.61 0.38 -0.42
N -1.4408 -0.8664 -0.2612 0.09 0.40 -0.07
C -0.5396 -0.4811 0.8417 0.30 0.16 -1.61
C -1.2929 0.5563 1.6385 -0.42 -1.20 0.96
O -1.4422 0.4173 2.8273 0.09 0.49 0.11
C 0.8167 0.0480 0.3056 -1.44 0.19 -0.85
C 0.8578 1.5033 -0.1309 1.63 1.19 0.57
N 2.1833 1.8510 -0.6862 -0.34 0.01 -0.48
H 0.0473 -2.2151 -0.9674 0.10 -0.38 0.11
H -0.8906 -1.4224 -2.2319 0.24 0.12 0.11
H -1.6558 -2.6634 -1.3241 0.21 -0.23 0.23
H -2.3113 -1.2007 0.1252 0.00 0.04 0.09
H -0.2889 -1.3662 1.4066 -0.15 -0.11 0.92
H -1.8589 1.3373 1.1052 0.38 0.14 -0.31
H 1.5937 -0.2069 1.0188 0.22 0.18 -0.02
H 0.9733 -0.4663 -0.6457 0.45 -0.39 0.32
H 0.8511 2.2431 0.6774 -0.86 -0.45 0.40
H 0.0967 1.8081 -0.8451 -0.17 -0.34 -0.02
H 2.8946 1.5432 -0.0374 0.18 -0.04 -0.16
H 2.3449 1.4296 -1.5928 0.12 -0.15 0.11

---

20
Properties=species:S:1:pos:R:3:forces:R:3 method="wB97M-V/def2-TZVPD" homo_energy_ev=-8.175 homo_lumo_gap_ha=0.32910 de_lowest_kcal_mol=122.6 mol_weight_g_mol=116.164 energy_ev=-10403.1068
C -0.1524 0.4410 -0.8075 -5.45 0.52 0.49
C 0.0242 0.0146 0.5591 6.47 -0.68 0.54
C -0.1767 0.9872 1.6969 -0.35 -0.06 -0.05
N -1.9592 0.7002 -0.5118 2.32 0.28 -1.62
N -2.7391 -0.4610 -0.7887 0.46 -0.05 -0.24
C 1.8824 -0.1495 0.4152 -2.51 -0.66 0.98
C 2.4937 -1.2596 0.0121 -0.22 0.20 -0.04
O -0.0466 -0.5233 -1.7836 0.44 -0.04 -0.15
H 0.7541 -0.3520 -2.2992 -0.24 -0.12 0.07
H -2.1314 1.3767 -1.2600 -0.46 -0.37 0.15
H 0.2544 1.4125 -1.0826 -0.14 0.03 0.11
H -0.3001 -1.0045 0.7593 -0.15 0.10 -0.18
H -2.2658 -1.0994 -1.4347 -0.10 0.28 0.02
H -2.9043 -0.9788 0.0706 0.21 0.30 -0.04
H 2.4549 0.6908 0.8075 -0.22 -0.03 0.10
H 0.0869 2.0057 1.4000 -0.04 -0.07 0.02
H -1.2225 0.9808 2.0097 0.09 0.13 -0.08
H 0.4355 0.7068 2.5574 0.01 -0.01 -0.12
H 3.5676 -1.4077 0.1251 -0.10 0.23 -0.27
H 1.9442 -2.0804 -0.4450 -0.02 0.00 0.31

---

20
Properties=species:S:1:pos:R:3:forces:R:3 method="wB97M-V/def2-TZVPD" homo_energy_ev=-8.738 homo_lumo_gap_ha=0.35326 smiles="C=C[C@@H](N)[C@@](C)(N)O" de_lowest_kcal_mol=74.3 mol_weight_g_mol=116.164 energy_ev=-10405.2009
C -2.1845 -0.4029 1.2972 0.69 -0.16 -1.15
C -1.1310 -1.0303 0.7344 -1.16 -0.19 2.51
C 0.3159 -0.5690 0.5849 0.44 -0.70 -0.82
N 1.1157 -1.7674 0.2900 -0.81 0.71 1.04
C 0.4799 0.5357 -0.5054 -3.06 -0.88 -1.14
C 0.5688 1.9555 0.0201 -0.18 -0.02 -0.05
N 1.4680 0.2576 -1.4738 0.15 -0.04 0.05
O -0.9760 0.4429 -1.1882 1.48 1.93 -0.32
H -3.0667 -0.9687 1.5817 0.09 0.05 -0.15
H -2.2785 0.6785 1.3028 0.19 -0.03 0.42
H -1.2438 -2.1175 0.7202 0.35 0.15 -0.25
H 0.6728 -0.1627 1.5394 -0.11 -0.14 -0.13
H 1.1026 -2.0541 -0.6883 0.86 -0.08 1.02
H 1.8729 -1.8719 0.9616 0.07 -0.36 -1.41
H 1.4727 2.0838 0.6273 -0.14 -0.15 -0.13
H -0.3023 2.1987 0.6297 0.07 -0.15 0.02
H 0.5941 2.6837 -0.7970 0.02 -0.20 0.02
H 1.1701 -0.5431 -2.0288 0.43 0.41 -0.02
H 1.6462 1.0574 -2.0740 -0.24 -0.24 0.02
H -1.2972 -0.4062 -1.5337 0.86 0.09 0.48

---

20
Properties=species:S:1:pos:R:3:forces:R:3 method="wB97M-V/def2-TZVPD" homo_energy_ev=-8.881 homo_lumo_gap_ha=0.36152 smiles="CCNCCNC=O" de_lowest_kcal_mol=72.7 mol_weight_g_mol=116.164 energy_ev=-10405.2735
C -1.9070 -2.1475 -1.2164 0.25 -1.30 -0.08
C -1.6806 -1.5108 0.1520 2.10 -2.68 -0.24
N -0.2757 -1.1406 0.3436 -0.31 1.93 -0.74
C 0.0342 0.3613 0.5658 -0.40 -3.44 -4.73
C 1.3780 0.5526 -0.1586 1.55 1.21 -0.09
N 2.1556 1.7171 0.4542 -1.60 1.00 -1.55
C 1.6841 3.0796 0.2306 4.35 -4.24 3.71
O 2.2746 3.8907 0.8731 0.73 2.31 0.61
H -2.8079 -2.7957 -1.1910 0.36 0.33 0.03
H -1.0091 -2.8780 -1.3797 -1.57 1.61 -0.17
H -2.1019 -1.4201 -2.0175 0.68 -0.30 0.05
H -2.0005 -2.2706 0.8690 0.22 0.05 0.32
H -2.1756 -0.6668 0.4042 -2.45 2.57 0.13
H 0.1764 -1.7201 1.0087 0.48 -0.22 0.71
H -0.7428 0.9515 0.0599 0.07 -0.29 0.03
H -0.0405 0.5711 1.5477 0.59 1.03 3.43
H 1.3322 0.7538 -1.3004 -0.57 -0.13 1.94
H 1.9380 -0.4125 -0.1650 -0.12 0.94 0.58
H 2.8939 1.6997 1.2119 -1.48 -0.28 -1.44
H 0.8747 3.3853 -0.2920 -2.87 -0.09 -2.51

---

20
Properties=species:S:1:pos:R:3:forces:R:3 method="wB97M-V/def2-TZVPD" homo_energy_ev=-8.344 homo_lumo_gap_ha=0.33594 smiles="[H]/N=C/N(O)C(C)(C)C" de_lowest_kcal_mol=101.7 mol_weight_g_mol=116.164 energy_ev=-10404.0118
H -1.8954 -3.0216 -0.8662 -0.77 -1.01 -0.30
N -1.9258 -2.2349 -0.2535 0.76 -0.58 -1.20
C -1.1003 -1.4005 -0.7766 0.47 1.78 1.72
N -0.8748 -0.3028 0.0399 -0.55 -0.71 -0.62
O -1.3253 -0.4916 1.3176 -1.76 -1.63 0.97
C 0.3693 0.4299 0.0589 -2.28 1.79 1.34
C 1.3478 -0.3570 0.8919 0.86 -3.18 -1.59
C 0.1064 1.8526 0.7463 0.13 0.16 2.27
C 0.5619 0.7811 -1.4233 0.78 -1.23 -0.04
H -0.5104 -1.3768 -1.7209 -0.83 -0.44 0.68
H -1.8266 -1.4145 1.2800 1.14 1.88 -0.35
H 0.8467 -1.0383 1.7249 0.95 1.74 -1.95
H 2.1418 0.2381 1.3214 0.19 0.07 0.04
H 1.7920 -1.0529 0.0315 -0.27 0.86 2.26
H -0.8146 2.3448 0.3187 1.13 -0.38 0.58
H 1.0239 2.3950 0.5528 -0.01 0.57 -0.74
H 0.1800 2.0200 1.9765 -0.94 -1.35 -3.06
H 1.2382 1.5913 -1.3412 0.52 1.13 -0.85
H 1.1036 -0.0100 -2.0182 -0.77 0.64 0.52
H -0.4382 1.0483 -1.8608 1.24 -0.11 0.32

---

20
Properties=species:S:1:pos:R:3:forces:R:3 method="wB97M-V/def2-TZVPD" homo_energy_ev=-8.950 homo_lumo_gap_ha=0.36201 smiles="C=NOC[C@@H](N)CC" de_lowest_kcal_mol=206.7 mol_weight_g_mol=116.164 energy_ev=-10399.4610
C 0.0057 -1.8802 1.9796 -1.01 2.64 -1.89
N -0.6729 -0.7167 1.5945 6.76 -4.20 10.76
O -1.2701 -0.7552 0.5532 -3.65 -3.41 -6.06
C -1.5427 0.4665 0.0900 1.53 3.80 -3.19
C -0.3337 1.2994 -0.5249 -0.63 0.73 -1.45
N 0.8148 1.7747 0.3386 -3.58 7.58 -3.06
C 0.4293 0.4099 -1.4220 -1.54 -0.74 -5.81
C 1.0500 -0.7212 -0.7232 -4.51 -6.27 -3.38
H 0.6852 -1.8999 2.9251 -1.78 0.38 -1.89
H 0.1179 -2.7237 1.1719 -0.55 1.34 1.93
H -1.9368 1.0902 0.8388 -1.41 0.64 0.81
H -1.9611 0.3940 -0.9082 -1.68 -0.58 0.67
H -1.0177 2.0248 -1.2730 2.40 -0.74 2.45
H 0.4817 2.7735 0.7650 1.31 -3.53 -0.60
H 0.8809 1.0830 0.9525 0.54 -3.04 4.17
H -0.2037 -0.1629 -2.2704 0.25 1.66 1.85
H 1.1179 0.9770 -2.2103 -0.88 -0.96 2.33
H 1.9131 -0.4703 -0.3654 5.73 0.68 1.59
H 0.5286 -1.3050 0.0919 0.89 1.68 -1.73
H 0.9134 -1.6577 -1.6035 1.81 2.35 2.50

---

20
Properties=species:S:1:pos:R:3:forces:R:3 method="wB97M-V/def2-TZVPD" homo_energy_ev=-9.049 homo_lumo_gap_ha=0.36186 smiles="C=CC(N)N.CC=O" de_lowest_kcal_mol=66.5 mol_weight_g_mol=116.164 energy_ev=-10405.5387
C -0.6577 -2.6279 0.9628 -0.30 0.04 0.02
C -0.9457 -1.3355 0.9916 0.10 -0.11 -0.13
C -0.8317 -0.4107 -0.1807 1.97 1.11 0.40
N -0.8387 -1.0887 -1.4358 0.22 -0.28 -0.27
N -1.7657 0.6701 -0.0788 -0.42 0.64 0.62
H -0.3766 -3.1263 0.0487 0.15 0.00 -0.14
H -0.7524 -3.2435 1.8431 0.03 -0.02 0.15
H -1.2511 -0.8513 1.9094 -0.03 0.00 0.13
H 0.2669 0.1014 -0.0233 -1.65 -1.43 -0.65
H -0.8894 -0.4512 -2.2202 0.01 -0.03 0.07
H -1.5995 -1.7544 -1.4984 -0.07 0.12 0.04
H -1.4679 1.2963 0.6879 -0.37 -0.42 -0.43
H -1.7373 1.2585 -0.9058 0.03 -0.14 -0.03
C 2.2176 1.6827 -0.5359 -0.50 -0.44 -0.44
C 1.2370 1.4910 0.5923 0.54 2.44 1.23
O 0.3130 2.2756 0.8167 0.77 -1.01 -0.44
H 2.5974 0.7214 -0.8808 0.06 -0.01 -0.05
H 1.7548 2.2207 -1.3613 0.01 0.02 -0.01
H 3.0652 2.2630 -0.1676 -0.06 0.01 0.16
H 1.6618 0.9088 1.4365 -0.50 -0.50 -0.22